[1]
# C28H22IIrN5O2SbSe4

C28H22IIrN5O2SbSe4 as an isolated structure at a distorted geometry (ωB97M-V/def2-TZVPD, the OMol25 dataset).

Last column: natural (NBO) charge in e.
Element x y z (Å)
Ir (1.38732, 0.40103, -0.14189)  0.69
C (1.18671, 2.04223, -4.37061)  -0.65
C (-0.07217, 1.38365, -3.90251)  0.21
N (-1.01391, 1.09341, -4.76103)  -0.42
C (-2.14619, 0.49490, -4.30651)  -0.05
C (-2.34897, 0.15147, -3.00014)  -0.06
C (-3.65355, -0.48953, -2.62286)  -0.09
O (-3.51827, -1.86275, -2.23420)  -0.73
C (-1.33041, 0.42537, -2.04782)  -0.23
C (-1.52903, -0.00258, -0.67872)  0.14
N (-0.70460, 0.13813, 0.29580)  -0.50
C (-1.18139, -0.23834, 1.59715)  0.18
C (-2.51859, -0.08214, 1.96162)  -0.24
C (-2.96422, -0.42662, 3.22661)  -0.22
C (-2.07003, -0.92391, 4.16509)  -0.21
C (-0.73737, -1.07724, 3.81682)  -0.23
C (-0.29752, -0.73967, 2.54294)  -0.24
I (1.76121, -0.95695, 2.13227)  0.56
C (-0.17422, 1.08522, -2.48883)  0.38
O (0.81106, 1.47456, -1.75235)  -0.66
H (1.18275, 2.09744, -5.45749)  0.21
H (2.06183, 1.49356, -4.01659)  0.25
H (1.27537, 3.04537, -3.94832)  0.23
H (-2.90913, 0.28917, -5.05046)  0.18
H (-4.34420, -0.39860, -3.46467)  0.17
H (-4.11163, 0.01063, -1.76899)  0.18
H (-2.92500, -2.28081, -2.86756)  0.47
H (-2.45297, -0.54239, -0.47962)  0.19
H (-3.21180, 0.35956, 1.25455)  0.21
H (-4.00466, -0.27683, 3.48663)  0.21
H (-2.39808, -1.14999, 5.17206)  0.21
H (-0.02184, -1.44591, 4.54290)  0.22
N (1.71868, -6.95593, -2.22826)  -0.33
C (1.64161, -5.83185, -2.01099)  0.30
C (1.49887, -4.41096, -1.73025)  -0.14
C (0.48168, -3.97123, -0.89681)  -0.22
C (0.36346, -2.61312, -0.66784)  0.05
N (1.17104, -1.69831, -1.21571)  -0.46
C (2.13946, -2.13529, -2.01882)  0.09
C (2.34503, -3.48363, -2.29536)  -0.17
H (-0.19830, -4.66817, -0.42733)  0.23
H (-0.41925, -2.24792, -0.01753)  0.20
H (2.79310, -1.37985, -2.43284)  0.26
H (3.16605, -3.78388, -2.92935)  0.24
Se (7.39327, 1.05000, -0.33556)  -0.84
Sb (5.45157, -0.20281, 0.45639)  1.08
Se (3.55617, 0.55710, -1.11498)  -0.53
Se (4.87103, 0.25365, 2.79608)  -0.87
Se (5.39843, -2.61587, 0.00125)  -0.92
C (1.70156, 2.23282, 0.77609)  -0.64
C (0.75463, 2.50811, 1.89203)  0.15
C (-0.52655, 3.01464, 1.64491)  -0.27
C (-1.43287, 3.21992, 2.66833)  -0.16
C (-1.07264, 2.92509, 3.98238)  -0.24
C (0.21495, 2.45947, 4.25198)  -0.15
C (1.11773, 2.26298, 3.22026)  -0.27
C (-2.03810, 3.07398, 5.04756)  0.32
N (-2.80628, 3.18740, 5.89849)  -0.39
H (2.73429, 2.24995, 1.11817)  0.24
H (1.56751, 2.93886, -0.04355)  0.21
H (-0.80937, 3.22960, 0.61947)  0.21
H (-2.42866, 3.59305, 2.45974)  0.21
H (0.50041, 2.24379, 5.27496)  0.22
H (2.12498, 1.90694, 3.42384)  0.26

Forces on atoms 1 to 2 (eV/Å):
-1.19 -0.72 0.92
-0.01 -0.03 -0.07

Net charge: -2
Energy relative to the best compared isomer or geometry (same formula, charge and spin) (eV): 0.214
DFT total energy (eV): -319805.2820
HOMO (eV): -1.41
Orbital gap (eV): 4.508

***

[2]
# C19H35ErN3P

C19H35ErN3P as an isolated structure at a distorted geometry (ωB97M-V/def2-TZVPD, the OMol25 dataset).

Last column: Löwdin spin population.
Element x y z (Å)
C (1.46199, 1.79360, -0.87211)  0.00
H (2.40331, 2.34200, -0.74075)  0.00
H (1.54234, 1.21313, -1.80532)  0.00
H (1.73254, 0.79084, 0.23317)  0.00
C (0.27387, 2.77088, -0.90653)  0.00
H (-0.66404, 2.26012, -1.24614)  0.00
H (0.06044, 3.16800, 0.10499)  0.00
C (0.48670, 3.96943, -1.85646)  0.00
H (-0.40855, 4.59745, -1.87390)  0.00
H (1.31735, 4.59396, -1.52111)  0.00
H (0.67975, 3.65535, -2.88708)  0.00
C (-0.91096, -1.88362, -0.25524)  -0.01
C (-1.55344, -1.04594, -1.22344)  -0.01
C (-0.56576, -0.63862, -2.17822)  -0.01
C (0.68929, -1.21594, -1.78935)  -0.01
C (0.48101, -1.96508, -0.59000)  0.00
C (1.48799, -2.80694, 0.10920)  0.00
C (1.93582, -1.22169, -2.60481)  0.00
C (-0.81404, 0.14148, -3.42105)  0.00
C (-2.98953, -0.67135, -1.21445)  0.00
C (-1.58438, -2.59053, 0.86412)  0.00
Er (0.00647, 0.42313, 0.01938)  3.05
H (2.80255, -1.49180, -1.99480)  0.00
H (1.87310, -1.95281, -3.42846)  0.00
H (2.13209, -0.24516, -3.06509)  0.00
H (2.50541, -2.56576, -0.22135)  0.00
H (1.44395, -2.67032, 1.19931)  0.00
H (1.31886, -3.87757, -0.09071)  0.00
H (-2.45188, -2.02936, 1.23200)  0.00
H (-1.94847, -3.57332, 0.52907)  0.00
H (-0.90696, -2.76641, 1.71088)  0.00
H (-3.18637, 0.20406, -1.84777)  0.00
H (-3.60098, -1.50290, -1.59809)  0.00
H (-3.35062, -0.44596, -0.19858)  0.00
H (-0.02973, 0.89000, -3.60958)  0.00
H (-0.84316, -0.52318, -4.29862)  0.00
H (-1.77686, 0.66065, -3.37090)  0.00
C (1.54358, 0.69503, 5.42312)  0.00
N (1.21868, 1.79905, 4.48385)  0.00
C (-0.20912, 2.17243, 4.62196)  0.00
N (-1.12437, 1.02252, 4.45078)  0.00
C (-0.74651, -0.05724, 5.39976)  0.00
N (0.66335, -0.48385, 5.25875)  0.00
C (0.90398, -1.17977, 3.98390)  0.00
P (0.56856, -0.05016, 2.58567)  -0.01
C (1.55233, 1.43877, 3.09665)  0.00
C (-1.15347, 0.53814, 3.05667)  0.00
H (1.41000, 1.07894, 6.44663)  0.00
H (2.58558, 0.38476, 5.25252)  0.00
H (-0.45156, 2.94124, 3.87484)  0.00
H (-0.35099, 2.56384, 5.64238)  0.00
H (-1.39956, -0.92647, 5.22833)  0.00
H (-0.88056, 0.33471, 6.42103)  0.00
H (1.95050, -1.51274, 3.92712)  0.00
H (0.25350, -2.06501, 3.90985)  0.00
H (1.36050, 2.29109, 2.42366)  0.00
H (2.62088, 1.18012, 3.02237)  0.00
H (-1.86376, -0.30172, 2.97215)  0.00
H (-1.50724, 1.34462, 2.38582)  0.00

Forces on atoms 1 to 2 (eV/Å):
4.40 0.31 0.65
-0.30 -0.07 -0.28

Net charge: +2
Spin multiplicity: 4
DFT total energy (eV): -61633.3341
<S²>: 3.755
HOMO (spin up / spin down) (eV): -14.46 / -14.46
Orbital gap (spin up / spin down) (eV): 6.202 / 6.293

***

[3]
# C2H6N2O2S2

One molecule with the formula C2H6N2O2S2 at a distorted geometry (ωB97M-V/def2-TZVPD, the OMol25 dataset).

Last column: natural (NBO) charge in e.
Element x y z (Å)
C (0.74239, 0.89020, -0.50015)  -0.36
C (1.97903, 0.41090, 0.06463)  -0.25
N (-0.26184, -0.08076, -0.99807)  -0.85
N (-0.49169, -0.88882, 1.50754)  -1.21
O (-2.08510, -1.61592, -0.33608)  -0.95
O (-2.17011, 0.72578, 0.37271)  -0.86
S (2.71409, -1.04796, 0.37908)  0.05
S (-1.28941, -0.62021, 0.24927)  2.36
H (0.19670, 1.42611, 0.27123)  0.26
H (0.89607, 1.55275, -1.40656)  0.25
H (2.74398, 1.31169, 0.34089)  0.21
H (0.10456, -0.93092, -1.43188)  0.41
H (-0.47047, -1.88373, 1.94808)  0.44
H (-2.60819, 0.75089, -0.46071)  0.50

Forces on atoms 1 to 2 (eV/Å):
-1.94 -0.23 -2.11
5.14 0.23 1.62

SMILES: N=[S@@](=O)(O)NCC=S
Energy relative to the best compared isomer or geometry (same formula, charge and spin) (eV): 2.226
DFT total energy (eV): -30913.8127
HOMO (eV): -8.86
Orbital gap (eV): 8.408

***

[4]
# C22H37O3RhSi

C22H37O3RhSi as an isolated structure at a distorted geometry (ωB97M-V/def2-TZVPD, the OMol25 dataset).

Last column: Löwdin spin population.
Element x y z (Å)
O (-0.27162, -0.29542, -2.45676)  0.06
C (0.69330, -0.80151, -3.47678)  0.03
C (0.18071, 0.17616, -4.50778)  0.00
H (0.45924, -1.84623, -3.72811)  0.00
H (1.73466, -0.63583, -3.13761)  0.02
C (-0.84540, 0.58382, -3.45981)  0.00
H (-0.33088, -0.29586, -5.33851)  0.00
H (0.89928, 0.93691, -4.82674)  0.00
C (-2.18746, 0.03957, -3.87252)  0.00
H (-2.08475, -1.01295, -4.17045)  0.00
H (-2.56148, 0.62563, -4.72253)  0.00
H (-2.91756, 0.10286, -3.06205)  0.00
C (-0.84204, 2.05128, -3.13658)  0.01
H (0.18099, 2.42580, -3.03014)  0.00
H (-1.41994, 2.24337, -2.22593)  0.00
H (-1.31420, 2.58774, -3.97195)  0.00
Rh (1.24568, 0.46303, -0.84878)  1.29
C (1.20496, 1.68421, 0.74231)  0.11
C (2.38781, 0.85769, 0.73012)  0.09
C (3.09255, 1.12475, -0.49444)  0.09
H (2.70363, 0.18214, 1.52250)  0.02
C (2.34316, 2.09486, -1.24809)  0.10
C (1.17101, 2.44454, -0.47854)  0.11
H (0.41217, 3.17643, -0.75369)  0.01
H (0.49639, 1.77108, 1.56409)  0.02
H (4.03450, 0.67863, -0.81013)  0.02
H (2.62530, 2.51544, -2.21136)  0.01
C (-1.56314, -0.45156, 1.82351)  0.12
C (-1.90692, 0.74393, 0.95301)  0.55
C (-2.37771, 0.30802, -0.25809)  0.32
H (-1.80313, 1.76864, 1.31091)  0.02
C (-2.20997, -1.13542, -0.34283)  0.30
C (-1.66372, -1.59558, 0.82610)  0.54
H (-1.31092, -2.59038, 1.08150)  0.03
H (-2.40919, -0.56233, 2.53261)  0.04
H (-2.82393, 0.92402, -1.04112)  0.01
H (-2.47594, -1.72373, -1.21866)  0.01
O (0.91932, -0.77497, -6.63376)  0.00
C (0.20186, -0.09045, -7.70753)  0.00
C (0.49610, -0.79369, -9.04301)  0.00
H (0.50454, 0.97001, -7.72873)  0.00
H (-0.88130, -0.11893, -7.48610)  0.00
C (1.48833, -1.92383, -8.68712)  0.00
H (0.90894, -0.08891, -9.76832)  0.00
H (-0.42778, -1.21248, -9.45065)  0.00
C (1.44722, -2.01218, -7.15109)  0.00
H (2.49305, -1.64873, -9.02773)  0.00
H (1.22032, -2.88033, -9.14013)  0.00
H (2.44041, -2.16197, -6.71269)  0.00
H (0.79237, -2.84329, -6.82552)  0.00
C (1.52236, 0.49190, 4.51778)  0.00
Si (-0.13891, -0.29349, 4.20678)  0.01
C (-0.19242, -2.02775, 4.89890)  0.00
C (-1.54254, 0.75981, 4.86292)  0.00
O (-0.30852, -0.38458, 2.52665)  0.04
H (1.65981, 0.65620, 5.59726)  0.00
H (1.61890, 1.46289, 4.01862)  0.00
H (2.33624, -0.16033, 4.17490)  0.00
H (-0.07488, -1.99789, 5.99194)  0.00
H (-1.14016, -2.53387, 4.67276)  0.00
H (0.62552, -2.63255, 4.48390)  0.00
H (-1.44703, 1.79855, 4.51508)  0.00
H (-2.52830, 0.38248, 4.55492)  0.00
H (-1.50783, 0.76814, 5.96251)  0.00

Forces on atoms 1 to 2 (eV/Å):
1.27 -0.30 -0.05
0.00 -0.26 0.30

Spin multiplicity: 5
DFT total energy (eV): -40435.0354
<S²>: 6.012
HOMO (spin up / spin down) (eV): -5.10 / -8.03
Orbital gap (spin up / spin down) (eV): 5.723 / 6.653